(1)
Computed, not measured: C48H34MnN6O3P3Se2 as an isolated structure, with the ωB97M-V functional and the def2-TZVPD basis.

Computed properties:
LUMO (spin up / spin down)	-2.0 / -0.6	eV
E_HOMO (spin up / spin down)	-8.15 / -8.15	eV
2S+1	5
<S²>	6.116
HOMO-LUMO gap (spin up / spin down)	6.17 / 7.58	eV
ΔE to the lowest compared entry with this formula, charge and spin	0.1373	eV

The geometry in XYZ format:
```
97
Properties=species:S:1:pos:R:3:lowdin_charge:R:1
Mn 1.87124 1.72946 0.39476 0.681
O 4.40815 4.62069 0.11573 0.117
C 3.26189 4.29231 -0.06205 -0.543
O 2.90761 3.05212 -0.32637 -0.230
C 2.17052 5.33310 -0.12852 -0.121
C 2.59896 6.64882 -0.29485 -0.003
C 1.69092 7.68467 -0.40373 -0.053
C 0.33026 7.42076 -0.32935 -0.060
C -0.10477 6.12254 -0.13937 -0.075
C 0.80433 5.06797 -0.04490 -0.279
P 0.10143 3.42586 0.27553 1.132
C -0.84403 3.70774 1.79429 -0.338
C -2.09512 3.13924 2.03320 -0.095
C -2.73840 3.37658 3.23665 -0.066
C -2.13559 4.15495 4.21487 -0.073
C -0.88550 4.70915 3.98735 -0.069
C -0.24448 4.49343 2.77906 -0.079
C -1.01191 3.02280 -1.08654 -0.341
C -0.55879 2.15833 -2.07934 -0.093
C -1.40333 1.78230 -3.11149 -0.079
C -2.69823 2.27500 -3.16150 -0.071
C -3.14610 3.15703 -2.18679 -0.067
C -2.30835 3.53054 -1.14822 -0.095
H 3.66380 6.82661 -0.33906 0.123
H 2.04261 8.69760 -0.54325 0.109
H -0.38967 8.22361 -0.40683 0.109
H -1.16624 5.92943 -0.04751 0.104
H -2.56104 2.50587 1.29561 0.088
H -3.71120 2.93727 3.41322 0.108
H -2.64032 4.32705 5.15586 0.106
H -0.40601 5.30984 4.74784 0.108
H 0.72874 4.93749 2.60844 0.113
H 0.44988 1.75212 -2.05341 0.048
H -1.05441 1.08354 -3.85912 0.087
H -3.36239 1.96186 -3.95594 0.110
H -4.15527 3.54436 -2.22591 0.107
H -2.67678 4.19397 -0.37623 0.098
Se -2.19734 -1.93268 -3.37201 0.320
P -2.10331 -2.28250 -1.30027 0.539
C -1.49003 -3.91783 -0.82265 -0.364
C -0.97081 -4.12738 0.45378 -0.099
C -0.54393 -5.39006 0.82994 -0.073
C -0.65084 -6.45000 -0.06177 -0.077
C -1.17615 -6.24433 -1.32819 -0.081
C -1.58824 -4.97783 -1.71431 -0.097
C -3.72102 -2.10612 -0.50503 -0.349
C -4.46135 -0.95861 -0.78345 -0.109
C -5.70713 -0.78476 -0.21087 -0.073
C -6.22932 -1.75827 0.63294 -0.081
C -5.50025 -2.90354 0.90197 -0.078
C -4.24366 -3.07849 0.33586 -0.069
C -1.07951 -1.11024 -0.38833 -0.391
C 0.27590 -0.81348 -0.37789 -0.419
N 0.39982 0.30830 0.36634 -0.147
N -0.79766 0.65684 0.80628 -0.035
N -1.69558 -0.17122 0.37043 0.055
P 1.84178 -1.45388 -0.96716 0.631
Se 2.91270 0.21299 -1.74367 0.486
C 2.64166 -2.13654 0.50262 -0.367
C 3.97676 -2.52144 0.39306 -0.111
C 4.63845 -3.03334 1.49512 -0.072
C 3.97932 -3.14301 2.71304 -0.068
C 2.65418 -2.75037 2.82700 -0.065
C 1.97967 -2.25401 1.72111 -0.083
C 1.63666 -2.81821 -2.11763 -0.341
C 1.81368 -4.13348 -1.69091 -0.081
C 1.73437 -5.16684 -2.60843 -0.079
C 1.46976 -4.89207 -3.94309 -0.064
C 1.28466 -3.58400 -4.36513 -0.074
C 1.37618 -2.54409 -3.45627 -0.125
H -0.90570 -3.30425 1.15369 0.103
H -0.13238 -5.54747 1.81785 0.108
H -0.32249 -7.43761 0.23440 0.106
H -1.25456 -7.06827 -2.02470 0.109
H -1.97623 -4.79683 -2.70889 0.077
H -4.05759 -0.20841 -1.45163 0.084
H -6.27556 0.10969 -0.42687 0.103
H -7.20798 -1.62316 1.07382 0.103
H -5.90389 -3.66877 1.55067 0.104
H -3.68434 -3.97941 0.55241 0.100
H 4.50641 -2.38719 -0.54239 0.110
H 5.67869 -3.31522 1.40843 0.112
H 4.50829 -3.51311 3.58068 0.110
H 2.14954 -2.80965 3.78151 0.111
H 0.95477 -1.92129 1.82147 0.098
H 2.01799 -4.35205 -0.65112 0.106
H 1.87767 -6.18631 -2.27828 0.109
H 1.41013 -5.70110 -4.65871 0.108
H 1.07015 -3.37007 -5.40268 0.111
H 1.25098 -1.52019 -3.78489 0.087
O 2.27896 1.25578 2.49113 -0.143
N 3.25525 0.94524 1.71305 -0.140
C 4.40614 0.56628 2.19286 -0.273
C 4.59485 0.41030 3.60188 -0.166
N 4.74786 0.26740 4.73116 0.182
C 5.47121 0.27096 1.29105 -0.182
N 6.34996 0.00912 0.59949 0.191
```

***

(2)
Computed, not measured: a 13-piece molecular cluster, C35H99O15P2S overall, with the ωB97M-V functional and the def2-TZVPD basis.

Computed properties:
LUMO	-2.2	eV
net charge	+1
E_HOMO	-11.43	eV
HOMO-LUMO gap	9.18	eV
ΔE to the lowest compared entry with this formula, charge and spin	0.4207	eV

The geometry in XYZ format:
```
152
Properties=species:S:1:pos:R:3:lowdin_charge:R:1
C 3.27246 -2.11395 -1.07431 -0.122
O 4.52809 -1.84599 -1.65276 -0.185
C 4.49937 -0.92544 -2.71996 -0.219
C 4.36710 0.52704 -2.26084 -0.168
C 3.36930 1.32875 -3.09255 -0.208
C 3.18835 2.73980 -2.53024 -0.173
C 1.88478 3.48627 -2.90699 -0.209
C 1.03141 2.85526 -3.99342 -0.224
C -0.34714 3.53393 -4.11830 -0.210
C -1.52477 2.57129 -3.99979 -0.276
P -1.46777 1.38375 -2.62287 0.858
C -3.11322 1.21702 -1.95615 -0.186
C -0.40266 1.84758 -1.27318 -0.171
P -0.86449 -0.60025 -3.32507 0.053
O -2.10624 -1.02189 -4.20509 -0.212
O 0.33520 -0.43753 -4.34459 -0.201
S -0.48856 -1.71602 -1.82847 0.400
H 3.15659 -1.60200 -0.11702 0.084
H 2.44908 -1.80897 -1.72427 0.036
H 3.18553 -3.18468 -0.90543 0.079
H 3.65831 -1.16494 -3.38168 0.113
H 5.39998 -1.06848 -3.31075 0.127
H 5.32428 1.03291 -2.21581 0.093
H 3.97136 0.50028 -1.24246 0.114
H 2.43627 0.76704 -3.08828 0.081
H 3.75715 1.41380 -4.10849 0.128
H 3.21706 2.66806 -1.44319 0.096
H 4.04637 3.34086 -2.81918 0.119
H 2.14376 4.48512 -3.26030 0.121
H 1.30408 3.64489 -2.00133 0.057
H 1.56168 2.93452 -4.94065 0.129
H 0.89381 1.79098 -3.80679 0.038
H -0.42373 3.99976 -5.09791 0.118
H -0.43530 4.33632 -3.39061 0.114
H -2.44826 3.12810 -3.83668 0.100
H -1.67562 2.01513 -4.92513 0.102
H -3.81733 1.18390 -2.78088 0.072
H -3.17330 0.29216 -1.39142 0.056
H -3.26489 2.06958 -1.30084 0.048
H -0.58583 2.89517 -1.04345 0.081
H 0.64569 1.71850 -1.52805 0.054
H -0.64313 1.20266 -0.43413 0.066
H -1.98878 -1.93186 -4.54825 0.076
H 0.27053 0.34062 -4.91671 0.077
C -5.04954 5.64054 -0.87145 -0.079
C -5.22952 4.21708 -0.37739 -0.307
O -4.03261 3.68904 0.19539 -0.108
H -4.24746 5.69303 -1.61055 0.069
H -5.96594 6.01868 -1.32459 0.080
H -4.78639 6.30399 -0.04429 0.070
H -5.48862 3.55443 -1.20443 0.107
H -6.03771 4.16927 0.35789 0.100
H -3.77695 4.24399 0.94568 0.041
C -1.27934 6.68988 3.68494 -0.083
C -1.45950 5.37832 2.94863 -0.298
O -2.73851 5.29412 2.30911 -0.097
H -2.06359 6.81894 4.43018 0.080
H -0.31213 6.72290 4.18662 0.075
H -1.33205 7.53395 2.99337 0.076
H -1.42294 4.53900 3.64019 0.116
H -0.66615 5.24033 2.20659 0.101
H -2.80040 6.03387 1.69436 0.080
C 8.77430 1.03267 0.22617 -0.086
C 7.84891 0.50973 -0.85257 -0.318
O 7.71387 1.44241 -1.93388 -0.099
H 8.40512 1.98233 0.61560 0.078
H 8.84415 0.31986 1.04421 0.055
H 9.77698 1.20823 -0.17231 0.075
H 6.84463 0.35619 -0.45990 0.095
H 8.20935 -0.44736 -1.24190 0.115
H 8.59214 1.57437 -2.30325 0.080
C 1.73170 -5.32098 -3.09954 -0.074
C 0.35689 -5.21198 -3.73082 -0.327
O -0.68646 -5.44713 -2.77914 -0.093
H 1.86703 -6.30551 -2.65255 0.082
H 2.51699 -5.16166 -3.83957 0.080
H 1.85250 -4.57612 -2.30819 0.050
H 0.22867 -5.95693 -4.51294 0.115
H 0.22059 -4.22560 -4.18661 0.087
H -0.58497 -4.78313 -2.09033 0.049
C -8.90416 0.94510 1.33754 -0.084
C -7.91768 2.05417 1.02599 -0.340
O -8.09151 3.19402 1.86235 -0.083
H -9.92669 1.30746 1.23475 0.079
H -8.76413 0.09784 0.66463 0.065
H -8.77701 0.59057 2.36294 0.075
H -8.05616 2.41169 0.00651 0.110
H -6.88762 1.68791 1.11461 0.103
H -7.96430 2.91906 2.77539 0.083
C -6.85561 -2.38848 -1.76476 -0.079
C -5.73440 -1.42775 -2.10664 -0.326
O -5.74770 -0.28539 -1.24791 -0.106
H -7.81877 -1.88311 -1.83287 0.079
H -6.86162 -3.24232 -2.43860 0.072
H -6.74367 -2.76204 -0.74456 0.079
H -5.85268 -1.04055 -3.11899 0.111
H -4.76271 -1.93485 -2.05058 0.106
H -5.65469 -0.60969 -0.34569 0.085
C 3.17556 5.80649 1.86808 -0.081
C 3.02902 4.58572 0.98287 -0.313
O 1.82264 4.61884 0.20999 -0.108
H 2.32223 5.89366 2.54112 0.067
H 4.08561 5.74684 2.46462 0.081
H 3.22365 6.71744 1.26717 0.077
H 2.96712 3.67976 1.58336 0.114
H 3.89178 4.48957 0.31626 0.108
H 1.85257 5.41006 -0.33755 0.081
C -0.24814 -2.23116 3.17115 -0.086
C -0.15396 -3.50344 2.35228 -0.314
O -1.33182 -3.72458 1.56975 -0.091
H -1.11473 -2.26945 3.83201 0.076
H 0.64785 -2.09511 3.77651 0.069
H -0.36346 -1.35792 2.52069 0.062
H -0.05079 -4.36557 3.00134 0.092
H 0.72457 -3.47261 1.69850 0.106
H -1.43263 -2.97407 0.97847 0.038
C 1.29795 -5.05091 6.84253 -0.084
C 1.42631 -5.65585 5.45886 -0.310
O 1.89375 -4.70862 4.49545 -0.098
H 0.62234 -4.19561 6.82571 0.062
H 0.91593 -5.77986 7.55716 0.080
H 2.26619 -4.69782 7.20394 0.077
H 0.45658 -5.99248 5.09413 0.109
H 2.09570 -6.52136 5.47834 0.109
H 2.76032 -4.40428 4.78149 0.082
C 7.70250 -3.77803 1.53854 -0.087
C 7.57889 -2.61932 2.50951 -0.310
O 7.30595 -1.38646 1.84429 -0.094
H 8.48961 -3.58038 0.81082 0.076
H 7.93714 -4.70473 2.06321 0.075
H 6.76940 -3.92388 0.98910 0.070
H 8.51411 -2.46470 3.04471 0.113
H 6.79778 -2.82388 3.24931 0.106
H 6.47484 -1.48965 1.36911 0.076
C -4.57972 -4.06836 -5.52878 -0.086
C -3.21613 -4.50288 -6.02534 -0.304
O -2.19995 -4.34785 -5.03642 -0.105
H -4.55254 -3.02489 -5.20821 0.061
H -5.33483 -4.17335 -6.30834 0.080
H -4.88547 -4.67612 -4.67496 0.077
H -2.90431 -3.89234 -6.87189 0.112
H -3.24838 -5.54402 -6.35866 0.116
H -2.39899 -4.89729 -4.26751 0.077
C -1.06280 -0.74164 8.56108 -0.094
C -1.18654 -2.22356 8.86391 -0.328
O -0.03633 -2.74157 9.52381 -0.086
H -0.18068 -0.55303 7.94843 0.073
H -1.94320 -0.37552 8.03111 0.072
H -0.95846 -0.16606 9.48344 0.072
H -1.27799 -2.79474 7.94080 0.100
H -2.08135 -2.41520 9.46539 0.109
H 0.06678 -2.27168 10.35682 0.080
```

***

(3)
Computed, not measured: one molecule with the formula C2H3N3O, with the ωB97M-V functional and the def2-TZVPD basis.

Computed properties:
LUMO	0.6	eV
E_HOMO	-8.79	eV
HOMO-LUMO gap	9.41	eV
ΔE to the lowest compared entry with this formula, charge and spin	2.8457	eV

The geometry in XYZ format:
```
9
Properties=species:S:1:pos:R:3:lowdin_charge:R:1
C -0.15593 0.62247 0.72240 -0.545
C -0.08536 -1.25661 -0.45412 -0.090
H -0.43916 1.37042 2.44427 0.089
H -0.37100 -2.21829 -0.89714 0.136
H 0.72372 -0.11016 -2.22360 0.181
N -0.22630 1.63219 1.43651 0.137
N -0.31663 -0.70919 0.72031 0.101
N 0.33072 -0.20951 -1.26035 -0.002
O 0.53994 0.87867 -0.48829 -0.006
```

***

(4)
Computed, not measured: a 2-piece molecular cluster, C2H3IN2 overall, with the ωB97M-V functional and the def2-TZVPD basis.

Computed properties:
LUMO (spin up / spin down)	-0.8 / -1.0	eV
E_HOMO (spin up / spin down)	-8.10 / -7.61	eV
HOMO-LUMO gap (spin up / spin down)	7.31 / 6.60	eV
ΔE to the lowest compared entry with this formula, charge and spin	5.9438	eV

The geometry in XYZ format:
```
8
Properties=species:S:1:pos:R:3:lowdin_charge:R:1
C 0.80940 -1.25934 0.61260 0.007
C 0.58930 0.79584 0.11376 -0.780
N -1.75398 0.52536 0.03612 0.136
N -0.59579 0.79049 -0.15213 -0.197
I 2.08946 2.14255 -0.13815 0.889
H 1.39488 -1.61169 -0.35052 -0.026
H -0.25236 -1.54313 0.55420 -0.077
H -2.28093 0.15992 -0.67588 0.049
```

***

(5)
Computed, not measured: a 2-piece molecular cluster, C10H26BN3O5P overall, with the ωB97M-V functional and the def2-TZVPD basis.

Computed properties:
LUMO	-2.5	eV
net charge	+1
E_HOMO	-11.62	eV
HOMO-LUMO gap	9.08	eV

The geometry in XYZ format:
```
46
Properties=species:S:1:pos:R:3:lowdin_charge:R:1
N -0.60732 0.47776 3.64414 -0.162
P -0.60252 -1.13866 4.22984 0.804
O 0.12844 -1.87290 2.95705 -0.330
N -2.25386 -1.50957 3.75775 -0.067
C -3.27952 -0.72808 4.29774 -0.599
O -3.11378 0.14256 5.10908 0.110
O -4.50612 -1.04582 3.82243 0.207
B -4.94125 -0.57363 2.56688 -0.745
O -4.22568 -0.85574 1.42723 0.189
O -6.12923 0.09006 2.52755 0.221
H -1.43965 0.99475 3.90564 0.023
H 0.19181 0.95378 4.05151 0.030
H -0.23508 -1.47077 2.15436 0.015
H -2.44580 -2.49679 3.90409 0.116
H -3.55640 -0.20986 1.20013 0.101
H -6.16303 0.84662 3.11873 0.122
C 0.00622 0.27510 -4.50317 -0.092
C 0.33333 1.51252 -3.67036 -0.254
C 1.81474 1.61924 -3.29915 -0.180
C 2.39722 0.54638 -2.38910 -0.102
N 1.86568 0.48961 -0.96504 -0.243
C 0.64491 -0.40530 -0.88994 -0.097
C 1.19846 -1.79679 -0.66950 -0.135
C 2.31412 -1.54781 0.34521 -0.126
C 2.89793 -0.19055 -0.05315 -0.066
C 1.55675 1.84755 -0.43269 0.017
H 0.21775 -0.65789 -3.97411 0.062
H -1.04859 0.25969 -4.77335 0.084
H 0.58522 0.26709 -5.42724 0.086
H -0.30411 1.54220 -2.78222 0.090
H 0.07407 2.40261 -4.24491 0.118
H 2.03036 2.60729 -2.88872 0.111
H 2.40196 1.56092 -4.21933 0.132
H 3.46819 0.71683 -2.29982 0.131
H 2.25763 -0.44858 -2.80977 0.131
H 0.06019 -0.07178 -0.03172 0.131
H 0.06008 -0.28734 -1.79605 0.112
H 1.59298 -2.21055 -1.59899 0.120
H 0.43902 -2.48482 -0.30326 0.129
H 3.07039 -2.32898 0.33886 0.129
H 1.90790 -1.49608 1.35408 0.092
H 3.83066 -0.27804 -0.60118 0.128
H 3.05872 0.45717 0.80367 0.130
H 0.73376 2.28263 -0.99073 0.101
H 2.44252 2.47309 -0.51362 0.121
H 1.27095 1.74088 0.61114 0.109
```